Entry 1:
Entry from the Open Molecules 2025 dataset: the molecule C6H8ClN3O2 (the ωB97M-V functional and the def2-TZVPD basis).

Multiplicity: 3
Strongest force on any atom in eV/Å: 1.1
LUMO energy (alpha / beta) in Eh: 0.019 / -0.041
<S²>: 2.014
Orbital gap (alpha / beta) in Ha: 0.30619 / 0.25415

Last column: Löwdin spin population.
Geometry (Å):
Cl (-3.265, -1.312, 0.704)  0.171
O (-2.355, 3.546, -0.383)  0.556
O (2.544, 1.682, 0.723)  0.015
N (-1.622, 2.745, 0.194)  0.407
N (1.526, 0.955, 0.673)  0.010
N (2.164, -1.264, -0.055)  -0.003
C (1.305, -0.304, 0.400)  -0.004
C (-0.171, -0.229, 0.606)  0.033
C (0.100, 1.273, 0.939)  0.001
C (-2.470, -0.317, -0.403)  0.638
C (-0.449, 2.313, 0.022)  0.031
C (-1.038, -0.524, -0.652)  0.085
H (3.132, -0.974, -0.019)  0.000
H (-0.562, -0.813, 1.441)  -0.001
H (1.999, -2.208, 0.258)  0.000
H (-2.992, 0.577, -0.692)  0.029
H (-0.715, 0.117, -1.471)  0.001
H (-0.076, 1.535, 1.986)  0.000
H (-0.837, -1.567, -0.915)  0.016
H (0.212, 2.680, -0.765)  0.015



Entry 2:
Entry from the Open Molecules 2025 dataset: a structure of composition C6H8CoO6 (the ωB97M-V functional and the def2-TZVPD basis).

Multiplicity: 5
Strongest force on any atom in eV/Å: 7.8
Charge: +3
LUMO energy (alpha / beta) in Eh: -0.514 / -0.594
<S²>: 6.009
Orbital gap (alpha / beta) in Ha: 0.27764 / 0.19750

Last column: Löwdin spin population.
Geometry (Å):
Co (-0.338, -2.089, -3.608)  2.817
O (0.125, -1.287, -1.823)  0.047
O (-1.888, 1.821, -0.542)  0.080
O (0.415, -3.355, -2.331)  0.111
O (1.195, -2.694, -0.368)  0.003
O (-1.655, 4.034, -0.436)  0.791
O (-0.585, 2.732, 1.003)  0.040
C (0.585, -2.489, -1.467)  0.015
C (1.617, -1.616, 0.532)  0.002
C (-0.491, 1.450, 1.636)  0.012
C (0.486, -0.763, 1.009)  0.005
C (-1.323, 2.930, -0.076)  0.067
C (0.559, 0.574, 1.023)  0.003
H (0.003, -0.592, -1.124)  0.004
H (2.070, -2.170, 1.360)  0.000
H (-2.569, 2.104, -1.189)  0.000
H (2.396, -1.040, 0.017)  0.000
H (1.436, 1.084, 0.612)  0.000
H (-0.191, 1.683, 2.667)  0.002
H (-1.472, 0.963, 1.662)  0.001
H (-0.375, -1.281, 1.443)  0.000